Entry 1:
Computed, not measured: a molecular structure, C57H72BiFN9O12Se at a distorted geometry, with wB97M-V/def2-TZVPD.

Geometry as XYZ:
```
153
Properties=species:S:1:pos:R:3:forces:R:3
Bi 0.41585 0.11684 2.26036 -0.166 -0.584 1.304
C 5.68243 3.68335 -2.97792 -0.090 -0.007 0.043
C 4.24329 3.90634 -2.50717 -0.029 0.049 -0.009
C 3.34639 3.98363 -3.75295 0.046 -0.002 0.056
C 4.18226 5.24530 -1.75710 0.018 -0.052 -0.053
C 3.74995 2.79155 -1.58698 0.087 -0.008 -0.047
C 2.44755 2.79842 -1.11539 -0.080 -0.017 0.052
C 2.00521 1.80428 -0.26350 -0.318 0.084 0.164
Se 0.13541 1.76720 0.22313 0.373 0.533 -1.667
C -0.30417 0.42850 -1.11653 -0.008 0.157 0.265
C -0.52036 0.85463 -2.41080 0.056 0.027 0.153
C -0.82061 -0.05214 -3.42057 -0.100 0.038 -0.069
C -0.87131 -1.39239 -3.04852 -0.018 0.011 -0.058
C -0.64291 -1.86924 -1.76233 0.005 -0.052 0.106
C -0.36682 -0.93613 -0.71434 -0.104 -0.110 -0.047
O -0.22182 -1.29103 0.51812 0.114 -0.171 -0.215
C -0.74837 -3.39693 -1.57373 -0.043 -0.020 0.018
C 0.13091 -4.09593 -2.62533 -0.045 0.013 0.004
C -0.30188 -3.94557 -0.21066 -0.004 0.176 -0.015
C -2.21928 -3.80265 -1.77191 0.058 0.012 0.029
C -1.04179 0.43523 -4.85253 0.063 0.039 -0.006
C 0.26108 1.03362 -5.40400 -0.102 -0.052 0.020
C -2.12821 1.52349 -4.86664 0.134 -0.162 -0.021
C -1.50024 -0.69336 -5.77870 0.045 0.117 0.060
C 2.81311 0.74852 0.20551 0.145 -0.035 -0.020
O 2.36820 -0.14864 1.04654 -0.058 0.110 -0.085
C 4.13133 0.70459 -0.33619 0.074 -0.080 0.034
C 4.54978 1.72216 -1.18223 -0.072 0.022 -0.050
C 5.06845 -0.45806 0.00462 -0.006 -0.097 0.049
C 4.40893 -1.78995 -0.40142 -0.037 0.115 0.034
C 6.40794 -0.37852 -0.73467 -0.095 0.043 0.066
C 5.36319 -0.44985 1.51085 -0.061 0.013 -0.046
H 5.98442 4.50393 -3.63329 -0.003 0.004 0.004
H 6.37456 3.65341 -2.13482 0.021 -0.022 -0.017
H 5.77233 2.75093 -3.53902 0.044 -0.008 0.011
H 3.70179 4.76274 -4.43408 -0.022 0.010 0.004
H 3.35398 3.02855 -4.28262 -0.021 0.004 -0.015
H 2.31532 4.21347 -3.47894 -0.008 -0.008 -0.035
H 4.51923 6.06401 -2.40062 -0.013 0.008 0.012
H 3.16453 5.45903 -1.42783 0.010 0.032 0.012
H 4.81937 5.21085 -0.87189 -0.012 0.019 0.007
H 1.74447 3.57481 -1.39926 0.061 0.033 -0.026
H -0.42871 1.91742 -2.61413 -0.022 -0.001 -0.069
H -1.09346 -2.12786 -3.81237 -0.008 0.046 0.032
H 1.16404 -3.75984 -2.52024 0.011 -0.030 -0.030
H 0.10326 -5.17775 -2.47251 -0.008 -0.003 -0.021
H -0.19236 -3.89251 -3.64801 0.038 -0.042 0.018
H 0.72184 -3.64953 0.01465 0.024 -0.004 0.031
H -0.93326 -3.58840 0.59810 -0.002 0.039 0.061
H -0.35292 -5.03906 -0.24202 -0.003 0.033 -0.026
H -2.59120 -3.50283 -2.75495 -0.006 -0.005 -0.004
H -2.33254 -4.88635 -1.67239 -0.019 0.000 0.004
H -2.83580 -3.31799 -1.00970 -0.033 -0.028 -0.007
H 0.62923 1.81692 -4.74058 0.032 0.028 -0.048
H 1.03460 0.26710 -5.47192 0.003 0.006 0.009
H 0.09950 1.45938 -6.39961 0.044 0.011 -0.003
H -1.80250 2.41168 -4.32524 -0.062 0.024 0.045
H -2.36453 1.81862 -5.89618 0.031 0.018 -0.014
H -3.03094 1.14634 -4.38310 0.379 0.010 -0.023
H -0.73411 -1.46439 -5.86935 -0.056 -0.040 -0.007
H -2.41563 -1.15769 -5.40071 0.026 -0.079 -0.047
H -1.69850 -0.29640 -6.77799 0.011 -0.005 -0.015
H 5.56209 1.67854 -1.55215 0.018 -0.004 -0.014
H 4.29134 -1.83677 -1.48785 0.012 -0.014 0.005
H 5.02714 -2.63321 -0.07924 0.020 0.016 -0.024
H 3.42597 -1.88335 0.05295 -0.050 -0.037 0.003
H 6.26390 -0.36214 -1.81767 0.056 -0.002 -0.010
H 6.97943 0.50298 -0.43587 0.021 0.000 -0.042
H 7.00025 -1.26138 -0.48382 0.005 0.002 0.000
H 4.42992 -0.46898 2.06898 0.073 0.012 0.007
H 5.96742 -1.32182 1.78097 0.010 0.003 -0.003
H 5.89877 0.45633 1.79810 -0.002 -0.010 -0.002
C -7.52454 -2.21751 1.29768 0.113 -0.049 -0.068
C -6.34596 -3.06473 0.81833 -0.176 0.126 0.068
N -5.10507 -2.30097 0.81287 0.125 -0.046 0.200
C -4.27250 -2.39633 1.90190 -0.055 0.011 -0.165
C -3.21820 -1.59994 2.17594 0.272 -0.020 0.476
C -2.40096 -1.98581 3.44881 -0.249 -0.227 -0.352
O -2.94234 -2.84309 4.16269 0.108 0.116 0.016
O -1.28223 -1.44307 3.58262 0.048 0.139 -0.075
C -2.95104 -0.47174 1.31829 -0.005 -0.227 -0.125
O -2.07321 0.36907 1.43417 -0.135 0.141 0.203
C -3.85118 -0.37176 0.14388 -0.189 -0.123 -0.022
C -3.64306 0.68207 -0.73706 0.056 0.150 -0.120
C -4.40780 0.78919 -1.86105 -0.057 -0.032 0.147
F -4.28039 1.90018 -2.64930 0.009 0.077 0.081
C -5.35526 -0.17262 -2.20315 -0.044 -0.269 0.134
C -5.59638 -1.19472 -1.30100 -0.015 -0.118 -0.019
C -4.87917 -1.29660 -0.09984 0.126 0.229 -0.217
N -6.10600 -0.17380 -3.42237 -0.131 0.087 0.018
C -7.39963 0.46223 -3.38060 0.214 0.165 -0.120
C -7.28336 1.95616 -3.69034 -0.254 -0.260 0.393
N -6.70265 2.09280 -5.06857 0.021 0.053 0.051
C -5.35907 1.42867 -5.20491 0.242 -0.317 0.000
C -5.44218 -0.01488 -4.69708 -0.086 0.037 0.068
H -8.44135 -2.80793 1.32834 0.017 -0.007 -0.004
H -7.68261 -1.36381 0.63686 -0.026 0.006 0.012
H -7.31789 -1.83747 2.29811 -0.037 0.005 0.008
H -6.54081 -3.48089 -0.17091 0.069 -0.033 -0.012
H -6.20108 -3.89948 1.50049 0.066 -0.055 -0.061
H -4.47283 -3.19991 2.60136 -0.045 0.010 -0.001
H -2.87408 1.40914 -0.50667 -0.040 -0.003 0.033
H -6.32455 -1.94530 -1.57855 -0.003 0.017 -0.012
H -7.84125 0.32613 -2.39598 -0.039 0.037 -0.005
H -8.06200 -0.01104 -4.11998 -0.040 0.017 0.032
H -6.60319 2.43229 -2.98557 0.040 0.059 -0.116
H -8.25189 2.45482 -3.66906 0.035 0.073 -0.124
H -6.61074 3.07795 -5.30890 -0.051 0.011 -0.077
H -7.35091 1.66496 -5.73071 -0.046 0.065 -0.058
H -4.64443 2.00113 -4.62544 -0.268 0.134 -0.106
H -5.07210 1.44982 -6.25578 -0.079 0.078 -0.014
H -4.42925 -0.40906 -4.62791 -0.021 -0.024 -0.051
H -5.98415 -0.61930 -5.43733 0.037 0.004 -0.022
O -1.68314 2.97396 4.74808 0.097 0.012 -0.107
C -0.68901 2.65551 4.10119 0.080 0.075 0.061
O -0.69102 2.14212 2.92661 -0.079 -0.135 0.238
C 0.68733 2.95569 4.70328 -0.111 -0.072 -0.161
C 0.69744 3.73300 5.82748 0.178 0.186 0.327
C 1.89261 4.13073 6.44548 -0.137 -0.379 -0.619
C 3.10248 3.74327 5.90319 0.165 0.126 0.128
C 3.12937 2.97705 4.75885 -0.611 0.016 0.022
C 1.92314 2.51608 4.09174 0.313 0.086 0.167
O 2.00170 1.75602 3.08586 -0.034 -0.225 -0.006
N 4.44207 2.63947 4.25022 0.590 0.045 -0.087
O 5.38146 2.65067 5.04752 -0.228 -0.061 -0.101
O 4.58827 2.39847 3.06625 -0.143 0.038 0.133
N 1.86395 4.95560 7.61373 0.077 0.307 0.481
O 2.93038 5.29939 8.11690 -0.107 -0.064 -0.111
O 0.77920 5.28886 8.07441 0.098 -0.074 -0.124
H -0.24659 4.05202 6.24412 -0.070 -0.065 -0.057
H 4.02983 4.05329 6.35915 0.010 -0.037 0.018
C 2.90785 -0.96955 4.67528 0.165 -0.049 0.087
N 1.87255 -1.76373 4.00260 -0.058 0.165 -0.146
C 2.52743 -2.70388 3.08755 0.111 -0.095 0.020
N 3.45055 -3.59912 3.79991 -0.029 -0.010 -0.036
C 4.44589 -2.76669 4.48526 0.015 -0.005 0.027
N 3.83788 -1.82313 5.42596 -0.025 0.029 0.000
C 3.06003 -2.58916 6.40105 0.017 -0.018 -0.013
N 2.02778 -3.41584 5.77127 -0.032 0.036 -0.006
C 1.13145 -2.52999 5.01117 0.017 -0.092 0.085
C 2.68392 -4.31614 4.82234 0.011 -0.005 0.017
H 2.43119 -0.27261 5.36970 -0.018 0.002 -0.031
H 3.46143 -0.39502 3.93004 -0.044 0.014 0.024
H 3.07604 -2.14005 2.33345 -0.017 -0.013 0.005
H 1.76183 -3.30495 2.58938 -0.017 0.024 0.015
H 5.01666 -2.20730 3.74260 -0.024 -0.010 0.007
H 5.12768 -3.42074 5.03690 -0.001 0.012 -0.012
H 2.58183 -1.89444 7.09514 0.003 -0.009 -0.003
H 3.73956 -3.23713 6.96283 -0.012 0.011 -0.006
H 0.63645 -1.84055 5.69551 -0.008 0.010 -0.023
H 0.35993 -3.12091 4.52028 -0.020 0.038 -0.011
H 1.92131 -4.92534 4.33113 0.005 0.009 0.000
H 3.36279 -4.97577 5.37144 -0.011 0.008 -0.007
```
Forces are in eV/Å.

## Properties
Net charge: -1
Kohn-Sham gap, eV: 4.095
2S+1: 1
E, Eh: -6326.75089
M, g mol⁻¹: 1382.2

=====

Entry 2:
Computed, not measured: a molecular structure, C57H75GeMgN4P3Si at a distorted geometry, with wB97M-V/def2-TZVPD.

Geometry as XYZ:
```
142
Properties=species:S:1:pos:R:3:forces:R:3
Mg 0.67536 -0.19432 -0.01484 -0.523 -0.136 -0.217
C -4.04968 1.07635 -1.69081 -0.116 0.084 0.100
C -3.16996 2.20813 -1.15384 0.087 -0.031 -0.157
C -4.03579 3.22610 -0.41744 -0.075 0.063 -0.054
P -1.69786 1.60029 -0.20622 -0.040 -0.215 0.119
C -2.34897 0.61430 1.20830 -0.233 -0.118 -0.070
N -2.91468 -0.68396 0.85931 0.187 0.408 -0.156
Ge -1.91895 -2.05987 0.00990 -0.935 -0.101 1.271
N -1.53524 -3.17475 1.63385 0.468 0.215 -0.893
C -0.17531 -3.13085 2.15143 0.008 0.011 -0.308
P 0.17395 -1.42493 2.72932 0.037 0.040 -0.030
C 1.70358 -1.64168 3.76314 -0.003 0.049 -0.086
C 2.75937 -2.38456 2.94519 0.006 -0.087 0.022
C 1.53844 -2.33087 5.11515 0.047 -0.039 0.011
C -1.25226 -1.11068 3.87148 0.102 0.137 0.066
C -0.97738 0.17571 4.65883 -0.016 -0.048 0.041
C -1.73628 -2.25844 4.76045 -0.026 0.000 -0.049
C -2.26307 -4.34053 1.76909 0.036 -0.162 0.082
C -1.86365 -5.43625 2.54859 -0.004 0.073 0.001
C -2.72450 -6.49214 2.78795 -0.059 0.055 -0.072
C -3.99836 -6.48048 2.24620 0.028 -0.045 0.048
C -4.38372 -5.42750 1.43116 -0.051 -0.019 0.011
C -3.52091 -4.37993 1.15471 0.055 -0.056 0.006
N -3.81038 -3.25011 0.26469 -0.284 0.144 0.133
C -4.73064 -2.25666 0.88318 0.175 -0.179 -0.114
C -6.04021 -2.60068 1.16323 -0.081 -0.058 0.010
C -6.91234 -1.68846 1.72867 0.016 0.064 0.015
C -6.44697 -0.41188 2.00472 0.012 -0.027 -0.019
C -5.13873 -0.05712 1.72337 -0.059 -0.015 0.020
C -4.23792 -0.97240 1.15587 0.096 -0.020 0.054
C -4.26881 -3.61346 -1.08319 0.087 0.102 0.260
C -5.29188 -4.49803 -1.37821 -0.110 -0.045 0.006
C -5.69112 -4.72476 -2.68605 0.077 0.096 -0.042
C -5.06396 -4.03426 -3.70718 0.002 -0.028 0.036
C -4.04070 -3.14647 -3.42112 0.027 0.128 -0.021
C -3.61310 -2.92763 -2.10340 -0.201 0.012 -0.310
N -2.59524 -2.03665 -1.77398 0.604 -0.369 -0.409
C -1.81217 -1.60184 -2.92486 -0.016 0.143 0.200
P -0.07114 -1.05279 -2.66205 0.199 -0.021 0.075
C 0.13791 0.13384 -4.07857 -0.087 0.118 0.051
C -0.53296 1.47839 -3.79359 -0.066 -0.050 -0.011
C -0.30819 -0.41893 -5.43121 0.007 0.002 -0.050
C 0.81760 -2.54206 -3.28822 0.127 -0.104 0.133
C 2.29849 -2.25247 -3.52973 -0.040 0.077 -0.128
C 0.59060 -3.71176 -2.32636 -0.014 0.022 -0.015
C -1.07151 3.13950 0.62686 0.099 -0.001 0.010
C -1.74801 3.52222 1.94532 -0.010 0.080 -0.008
C 0.43368 3.00674 0.84154 -0.006 0.005 0.019
H -4.62882 1.43115 -2.54639 0.003 0.007 0.050
H -4.75811 0.74860 -0.92630 0.033 0.001 -0.018
H -3.48720 0.20169 -1.98952 0.118 -0.144 -0.103
H -2.70256 2.71492 -2.00441 0.014 0.032 -0.051
H -4.50591 2.78607 0.46555 0.024 0.008 -0.028
H -4.84062 3.54086 -1.08627 -0.005 -0.003 0.040
H -3.49127 4.12043 -0.11855 -0.023 -0.019 -0.028
H -3.03565 1.19962 1.81055 -0.061 -0.030 0.016
H -1.45704 0.49057 1.82608 0.043 -0.047 0.242
H 0.56425 -3.39758 1.38621 0.063 -0.103 0.067
H -0.02364 -3.81461 2.98193 -0.116 -0.026 0.068
H 2.06841 -0.62563 3.93003 0.026 0.077 0.001
H 2.51697 -3.44659 2.85505 -0.017 0.014 -0.001
H 3.72788 -2.30791 3.44030 0.005 0.009 -0.002
H 2.87661 -1.97396 1.94748 0.039 0.065 -0.148
H 1.10845 -3.33092 5.01916 0.003 0.035 -0.016
H 0.93456 -1.76172 5.81591 -0.030 0.019 0.014
H 2.53028 -2.44774 5.55800 -0.018 -0.010 0.017
H -2.07274 -0.91519 3.18599 -0.112 0.042 -0.143
H -0.19794 0.03364 5.40973 -0.026 0.005 -0.019
H -1.88146 0.49915 5.17896 0.022 -0.001 -0.010
H -0.65297 0.99236 4.00649 -0.016 -0.017 0.009
H -1.03343 -2.51858 5.54461 0.049 -0.008 0.054
H -1.96394 -3.15617 4.18328 0.021 0.065 0.032
H -2.66618 -1.94794 5.24418 0.019 -0.005 -0.006
H -0.88199 -5.45540 2.99692 -0.009 -0.047 -0.009
H -2.40016 -7.31626 3.40980 0.005 0.008 -0.013
H -4.69582 -7.28271 2.44402 0.022 0.007 0.008
H -5.38579 -5.45378 1.04461 0.004 0.038 0.004
H -6.40265 -3.59381 0.93618 0.065 0.053 -0.002
H -7.93347 -1.97163 1.94156 0.009 0.020 0.006
H -7.10891 0.32591 2.44014 0.012 -0.008 -0.001
H -4.82859 0.95217 1.94918 -0.032 -0.020 0.005
H -5.82463 -5.02944 -0.61187 0.046 0.035 0.029
H -6.49701 -5.41656 -2.88742 0.023 0.002 -0.018
H -5.37118 -4.17635 -4.73525 0.003 0.014 0.014
H -3.59626 -2.59114 -4.23310 -0.047 -0.043 -0.021
H -2.32118 -0.77730 -3.43509 -0.086 0.011 -0.007
H -1.72758 -2.41208 -3.65215 -0.015 -0.043 -0.036
H 1.21428 0.30627 -4.12216 0.078 -0.029 0.026
H -1.62261 1.38497 -3.80730 0.004 0.014 0.031
H -0.25782 2.20400 -4.56212 -0.022 -0.036 -0.009
H -0.23786 1.88417 -2.82596 -0.008 0.032 0.021
H -1.37272 -0.66342 -5.44215 0.023 0.016 -0.010
H 0.25131 -1.30576 -5.72745 -0.006 0.018 0.000
H -0.14461 0.34108 -6.19842 -0.005 -0.022 0.007
H 0.35444 -2.79970 -4.24380 -0.068 -0.011 -0.001
H 2.79464 -1.89045 -2.62993 -0.114 0.004 -0.259
H 2.44376 -1.51009 -4.31666 -0.039 -0.038 -0.029
H 2.81094 -3.16503 -3.84133 -0.006 0.007 0.025
H 1.01854 -3.50252 -1.34310 -0.060 -0.033 -0.047
H 1.06950 -4.61425 -2.71036 0.010 0.006 0.009
H -0.47319 -3.93146 -2.19526 0.018 -0.010 -0.025
H -1.24622 3.93196 -0.10762 -0.008 -0.006 -0.024
H -1.48709 2.81856 2.73772 0.005 -0.017 0.005
H -2.83346 3.57138 1.87868 0.049 -0.016 0.017
H -1.39328 4.50654 2.25888 0.001 -0.025 0.013
H 0.61985 2.20626 1.56574 0.067 -0.040 0.043
H 0.86088 3.92134 1.25991 -0.021 -0.025 0.016
H 0.97738 2.77660 -0.07863 -0.010 0.033 0.001
C 5.44335 -3.66485 -1.65527 0.002 0.004 -0.017
C 6.04413 -2.41419 -1.72703 -0.028 -0.008 -0.006
C 5.37868 -1.29207 -1.25152 -0.080 0.017 -0.067
C 4.10174 -1.38712 -0.68694 0.103 -0.076 0.048
C 3.52249 -2.65778 -0.63379 0.211 0.024 0.393
C 4.17528 -3.78784 -1.10642 0.008 0.025 0.056
Si 3.20118 0.15094 -0.03691 0.253 0.006 0.169
C 3.61997 1.57831 -1.19645 0.050 0.113 -0.007
C 2.76532 1.88961 -2.25486 0.104 0.061 -0.013
C 3.04201 2.92156 -3.14162 -0.019 -0.015 0.002
C 4.19592 3.67554 -2.97578 0.008 -0.004 0.027
C 5.05788 3.39364 -1.92348 -0.030 -0.047 0.020
C 4.76965 2.35867 -1.04074 -0.012 0.051 -0.060
C 4.03558 0.57782 1.61725 0.093 -0.035 0.084
C 3.48506 1.53176 2.48102 0.125 -0.068 -0.008
C 4.08222 1.85910 3.69139 -0.010 -0.035 -0.045
C 5.26339 1.23515 4.06985 0.001 -0.016 -0.013
C 5.84086 0.29689 3.22600 -0.016 0.017 -0.043
C 5.23353 -0.02527 2.01706 -0.095 -0.057 0.041
H 5.96024 -4.53808 -2.03279 0.000 0.008 0.012
H 7.03346 -2.31384 -2.15524 -0.010 0.003 -0.014
H 5.85630 -0.32112 -1.33934 -0.004 -0.026 0.020
H 2.52778 -2.77048 -0.20910 0.044 0.023 0.029
H 3.69308 -4.75752 -1.05929 0.014 0.017 0.019
H 1.85922 1.30862 -2.38475 -0.048 -0.015 0.017
H 2.35935 3.14315 -3.95492 0.021 -0.008 0.023
H 4.41833 4.48584 -3.65855 0.005 -0.014 0.009
H 5.95495 3.98488 -1.78791 -0.012 -0.004 0.003
H 5.44559 2.16373 -0.21408 -0.018 0.003 -0.018
H 2.57765 2.04394 2.19990 -0.123 0.077 -0.024
H 3.63005 2.60331 4.33657 0.007 -0.015 -0.020
H 5.73275 1.48292 5.01318 0.008 0.006 -0.007
H 6.77160 -0.18196 3.50516 -0.025 -0.011 0.003
H 5.69472 -0.77726 1.38594 -0.003 0.031 0.006
```
Forces are in eV/Å.

## Properties
Net charge: +1
Kohn-Sham gap (alpha / beta), eV: 7.856 / 5.570
2S+1: 2
E, Eh: -6026.46194
M, g mol⁻¹: 1034.2

=====

What is the 2S+1 in the second record? 2